Entry from the OMol25 dataset: 2 unconnected molecules or ions with the total composition C4H11NOS in a non-equilibrium geometry (ωB97M-V with the def2-TZVPD basis set).

The value obtained for the largest force on an atom is 0.0836 hartree/bohr. The calculation puts the total energy at -687.0970 a.u. The value obtained for the energy relative to the best compared isomer or geometry (same formula, charge and spin) is 3.0571 eV. Its charge is 0. Its spin multiplicity is 1. The value obtained for the HOMO energy is -0.2998 Ha.

Positions of all 18 atoms, in Å:
C1 1.21863 -1.97367 -1.60180
C2 2.51245 -1.45435 -1.00050
O1 2.59608 -0.51604 -0.31778
H1 0.59331 -1.08746 -1.84632
H2 1.33982 -2.82927 -2.29078
H3 0.47806 -2.24178 -0.83656
H4 3.36176 -2.15860 -1.11077
C3 -3.32092 0.57122 -0.75148
N1 -2.20427 -0.17875 -0.27664
S1 -0.58057 0.39796 -0.25895
C4 -0.78441 1.29912 1.33554
H5 -4.15947 0.00261 -0.24671
H6 -3.09776 1.60291 -0.35449
H7 -3.46952 0.70526 -1.82517
H8 -2.14415 -1.18080 -0.66928
H9 0.14594 1.30382 1.85307
H10 -0.94477 2.33543 0.93964
H11 -1.55237 0.81605 1.86007

Results of the Löwdin charge analysis, in e, for atoms 1 through 6: -0.10, -0.36, 0.05, 0.01, 0.08, 0.06

---

Entry from the OMol25 dataset: 2 unconnected molecules or ions with the total composition C4H11NOS in a non-equilibrium geometry (ωB97M-V with the def2-TZVPD basis set).

The value obtained for the largest force on an atom is 0.0694 hartree/bohr. The calculation puts the total energy at -687.0301 a.u. The value obtained for the energy relative to the best compared isomer or geometry (same formula, charge and spin) is 4.8768 eV. Its charge is 0. Its spin multiplicity is 1. The value obtained for the HOMO energy is -0.2593 Ha.

Positions of all 18 atoms, in Å:
C1 0.53089 -1.48315 0.56088
C2 -0.75754 0.21034 -1.01260
C3 1.33288 -1.98402 1.51743
C4 -2.06281 -0.44008 -0.69511
N1 0.47195 1.00316 1.71810
O1 1.36477 2.37592 -1.41275
S1 0.61357 0.19829 0.06167
H1 0.06947 -1.96654 -0.28320
H2 -0.87579 1.07285 -1.65635
H3 1.82203 -1.26996 2.09319
H4 1.47777 -3.06059 1.63390
H5 1.88991 2.99199 -2.05037
H6 -1.88790 -1.19256 0.04353
H7 -2.77940 0.33121 -0.50830
H8 -2.55897 -0.92502 -1.58698
H9 -0.41584 0.63800 1.97695
H10 0.56920 1.95640 1.43726
H11 1.19581 1.54377 -1.83724

Results of the Löwdin charge analysis, in e, for atoms 1 through 6: -0.39, -0.47, 0.00, -0.21, -0.17, -0.15

---

Entry from the OMol25 dataset: a single C4H11NOS molecule in a non-equilibrium geometry (ωB97M-V with the def2-TZVPD basis set).

The value obtained for the largest force on an atom is 0.0415 hartree/bohr. The calculation puts the total energy at -687.1503 a.u. The value obtained for the energy relative to the best compared isomer or geometry (same formula, charge and spin) is 1.6068 eV. Its charge is 0. Its spin multiplicity is 1. The value obtained for the HOMO energy is -0.3111 Ha.

Positions of all 18 atoms, in Å:
C1 0.11924 -1.13812 2.47105
N1 -0.23736 0.18430 1.96283
C2 -0.21098 0.33341 0.54354
C3 -1.51749 -0.13990 -0.06218
O1 -1.86497 0.49737 -1.27971
C4 1.00948 -0.29776 -0.17335
S1 1.44208 0.50343 -1.74861
H1 0.05112 -1.13445 3.55612
H2 -0.54984 -1.87209 2.03644
H3 1.14545 -1.38690 2.18731
H4 0.22956 0.94356 2.39794
H5 -0.11286 1.38519 0.24973
H6 -1.60220 -1.23553 -0.07303
H7 -2.31910 0.09823 0.65580
H8 -2.37557 -0.10803 -1.82332
H9 0.83135 -1.34674 -0.41148
H10 1.92419 -0.21497 0.41352
H11 0.40207 0.05936 -2.45777

Results of the Löwdin charge analysis, in e, for atoms 1 through 6: -0.10, -0.09, -0.44, -0.25, -0.07, -0.53

---

Entry from the OMol25 dataset: a single C4H11NOS molecule in a non-equilibrium geometry (ωB97M-V with the def2-TZVPD basis set).

The value obtained for the largest force on an atom is 0.0423 hartree/bohr. The calculation puts the total energy at -687.1431 a.u. The value obtained for the energy relative to the best compared isomer or geometry (same formula, charge and spin) is 1.8011 eV. Its charge is 0. Its spin multiplicity is 1. The value obtained for the HOMO energy is -0.3191 Ha.

Positions of all 18 atoms, in Å:
O1 -3.02149 -1.10990 -0.15240
C1 -1.95805 -0.18809 -0.01506
N1 -0.74954 -0.82428 0.37696
C2 0.26743 -0.25006 1.21868
C3 1.23608 0.78484 0.52229
C4 1.89962 0.11468 -0.65794
S1 1.55636 0.81869 -2.37565
H1 -3.06196 -1.42388 -1.05219
H2 -2.35109 0.53841 0.70864
H3 -1.83653 0.37023 -0.95811
H4 -0.86017 -1.79171 0.59757
H5 0.96001 -1.02267 1.53561
H6 -0.18628 0.25336 2.07405
H7 0.72506 1.73308 0.36705
H8 1.96649 0.96094 1.31842
H9 2.97881 -0.02311 -0.60997
H10 1.54800 -0.89664 -0.88822
H11 0.88724 1.95612 -2.00975

Results of the Löwdin charge analysis, in e, for atoms 1 through 6: -0.04, -0.31, -0.06, -0.23, -0.24, -0.54